{
  "formula": "C3H4N2O5S2",
  "method": "ωB97M-V with the def2-TZVPD basis set",
  "species": ["H", "C", "H", "N", "N", "O", "H", "O", "S", "O", "S", "O", "H", "C", "O", "C"],
  "positions_angstrom": [[-3.162, 1.142, -0.227], [-0.299, 1.717, 0.245], [1.958, -2.052, -0.656], [0.203, 2.738, 0.282], [1.442, -1.171, -0.348], [-0.627, -2.652, -0.500], [-2.933, -0.477, 0.452], [-0.555, -0.498, 0.958], [-0.068, -1.356, -0.292], [4.343, -0.247, 0.655], [3.373, 0.550, -0.058], [-0.878, -0.150, -1.131], [-2.601, 0.987, 1.443], [-2.604, 0.576, 0.476], [3.518, 0.449, -1.465], [-1.110, 0.444, 0.170]],
  "nbo_charge": [0.2434, 0.2046, 0.4316, -0.2416, -1.1541, -0.8424, 0.2368, -0.6375, 2.3664, -0.8600, 1.6988, -0.6261, 0.2321, -0.6134, -0.8588, 0.4201],
  "de_lowest_kcal_mol": 0.0,
  "charge": 0,
  "homo_lumo_gap_ev": 10.8,
  "max_force_ev_per_a": 4.5,
  "lumo_energy_ev": -0.2890
}



{
  "formula": "C3H4N2OS",
  "method": "ωB97M-V with the def2-TZVPD basis set",
  "species": ["N", "H", "C", "H", "H", "C", "O", "H", "S", "C", "N"],
  "positions_angstrom": [[0.103, 0.471, -0.267], [0.734, 1.419, 1.653], [1.832, -0.274, 1.011], [-2.082, -1.068, 0.880], [-0.988, -2.385, 0.756], [0.611, -0.473, -1.263], [-0.817, 1.264, -0.569], [2.621, -0.201, 1.838], [1.741, -1.405, -0.295], [0.835, 0.617, 0.901], [-1.111, -1.339, 1.075]],
  "nbo_charge": [-0.0295, 0.2459, -0.4149, 0.3111, 0.3153, -0.1012, -0.2552, 0.2609, 0.3753, -0.0708, -0.6370],
  "de_lowest_kcal_mol": 175.1,
  "charge": 0,
  "homo_lumo_gap_ev": [7.6, 8.6],
  "max_force_ev_per_a": 2.6,
  "lumo_energy_ev": [-1.7559, -0.8200]
}



{
  "formula": "C3H4N2OS",
  "method": "ωB97M-V with the def2-TZVPD basis set",
  "species": ["C", "N", "O", "C", "H", "H", "N", "S", "H", "H", "C"],
  "positions_angstrom": [[-0.158, -0.968, -0.120], [0.770, -0.911, 0.903], [0.428, 1.119, 0.200], [1.131, 0.345, 1.111], [-1.272, 1.789, -1.622], [0.886, -1.648, 1.552], [-1.131, 0.799, -1.508], [2.163, 0.940, 2.245], [-0.565, -1.896, -0.461], [-1.868, 0.155, -1.792], [-0.383, 0.277, -0.509]],
  "nbo_charge": [-0.2329, -0.5447, -0.4313, 0.3468, 0.4153, 0.4306, -0.8187, -0.2232, 0.2222, 0.3981, 0.4380],
  "de_lowest_kcal_mol": 17.5,
  "charge": 0,
  "homo_lumo_gap_ev": 8.2,
  "max_force_ev_per_a": 1.5,
  "lumo_energy_ev": 0.5990
}



{
  "formula": "C3H4N2OS",
  "method": "ωB97M-V with the def2-TZVPD basis set",
  "species": ["C", "H", "S", "H", "H", "C", "N", "H", "O", "N", "C"],
  "positions_angstrom": [[0.155, -0.256, 0.394], [0.023, 0.656, 0.921], [3.038, -1.766, -1.792], [-2.054, -0.201, -0.387], [0.937, 0.652, -1.324], [-1.146, -1.916, -0.697], [-1.182, -0.731, -0.134], [0.540, -1.165, 1.043], [-1.791, -2.498, -1.524], [1.023, -0.263, -0.701], [1.786, -1.313, -0.884]],
  "nbo_charge": [-0.0408, 0.2145, 0.0432, 0.4040, 0.3907, 0.6072, -0.6966, 0.2368, -0.5243, -0.6435, 0.0088],
  "de_lowest_kcal_mol": 98.4,
  "charge": 0,
  "homo_lumo_gap_ev": [7.2, 7.8],
  "max_force_ev_per_a": 4.4,
  "lumo_energy_ev": [-0.7424, -0.0616]
}



{
  "formula": "C3H4N2OS2",
  "method": "ωB97M-V with the def2-TZVPD basis set",
  "species": ["N", "O", "C", "H", "N", "H", "H", "S", "H", "S", "C", "C"],
  "positions_angstrom": [[0.234, -1.164, -1.956], [0.204, 0.623, 2.305], [0.828, 0.354, 0.124], [-0.571, 1.100, 2.902], [-1.318, -0.778, -0.411], [-0.453, -2.081, -1.969], [-1.673, -0.060, 0.285], [-0.920, 2.456, 0.716], [1.326, -1.505, -2.175], [2.429, 0.290, -0.227], [-0.134, -0.498, -0.722], [0.048, 1.263, 1.127]],
  "nbo_charge": [-0.8471, -0.6324, -0.2179, 0.5022, -0.6307, 0.4088, 0.3395, 0.0369, 0.3997, 0.1550, 0.3530, 0.1331],
  "de_lowest_kcal_mol": 65.4,
  "charge": 0,
  "homo_lumo_gap_ev": 7.9,
  "max_force_ev_per_a": 4.9,
  "lumo_energy_ev": -1.3906
}



{
  "formula": "C3H4N2OS2",
  "method": "ωB97M-V with the def2-TZVPD basis set",
  "species": ["S", "H", "H", "S", "C", "C", "C", "N", "H", "N", "O", "H"],
  "positions_angstrom": [[2.275, -2.548, -0.953], [1.763, -0.122, -1.167], [-0.687, -2.157, 2.619], [-0.914, 0.245, 0.221], [1.521, -1.060, -0.711], [-0.894, 2.464, -0.773], [0.251, -0.965, 0.138], [-0.145, 1.481, -0.652], [-0.638, 3.223, -1.508], [0.325, -1.697, 1.216], [-0.849, -1.406, 1.875], [-2.008, 2.542, -0.304]],
  "nbo_charge": [0.0780, 0.2186, 0.5072, 0.5279, -0.2513, -0.0553, -0.1415, -0.5568, 0.1870, -0.0887, -0.5717, 0.1465],
  "de_lowest_kcal_mol": 118.1,
  "charge": 0,
  "homo_lumo_gap_ev": 7.8,
  "max_force_ev_per_a": 6.3,
  "lumo_energy_ev": -0.8855
}



{
  "formula": "C3H4N2OS2",
  "method": "ωB97M-V with the def2-TZVPD basis set",
  "species": ["H", "N", "H", "C", "C", "H", "N", "C", "O", "H", "S", "S"],
  "positions_angstrom": [[-3.043, 1.424, 0.873], [-1.005, -0.266, -0.130], [-0.826, -2.397, -0.034], [1.175, 0.104, 0.006], [-0.003, 0.705, -0.033], [2.025, 1.952, -0.367], [-0.264, -1.456, 0.084], [1.084, -1.227, 0.058], [2.330, 0.917, -0.196], [1.947, -2.023, -0.094], [-0.645, 2.260, 0.010], [-2.775, 0.006, -0.175]],
  "nbo_charge": [0.2130, -0.3211, 0.4362, 0.1219, -0.0026, 0.5155, -0.3789, -0.0198, -0.6952, 0.2650, -0.2829, 0.1487],
  "de_lowest_kcal_mol": 116.5,
  "charge": 0,
  "homo_lumo_gap_ev": 7.3,
  "max_force_ev_per_a": 7.5,
  "lumo_energy_ev": -0.5719
}



{
  "formula": "C3H4N2S",
  "method": "ωB97M-V with the def2-TZVPD basis set",
  "species": ["C", "N", "S", "C", "H", "H", "C", "N", "H", "H"],
  "positions_angstrom": [[-0.072, 0.950, 0.846], [1.116, 0.282, -1.274], [0.467, 3.796, 1.351], [0.111, 2.285, 1.010], [-1.412, 0.192, 2.224], [-0.783, -1.059, 1.421], [0.582, 1.141, -0.354], [-0.806, -0.020, 1.546], [0.684, -0.612, -1.445], [1.089, 0.902, -2.112]],
  "nbo_charge": [-0.0696, -0.7797, 0.0270, -0.0337, 0.3820, 0.3967, 0.1562, -0.8456, 0.3706, 0.3963],
  "de_lowest_kcal_mol": 95.5,
  "charge": 0,
  "homo_lumo_gap_ev": 8.1,
  "max_force_ev_per_a": 4.7,
  "lumo_energy_ev": 0.3907
}



{
  "formula": "C3H4N2S",
  "method": "ωB97M-V with the def2-TZVPD basis set",
  "species": ["S", "C", "H", "H", "C", "N", "H", "C", "N", "H"],
  "positions_angstrom": [[0.006, -0.641, 2.131], [-0.099, 0.213, -1.142], [-0.043, 0.556, -2.199], [-1.899, 0.244, 1.311], [1.141, 0.461, -0.654], [2.288, 0.527, -0.476], [-1.863, -1.661, 1.046], [-1.268, -0.680, 0.814], [-1.167, -0.312, -0.539], [2.904, 1.294, -0.293]],
  "nbo_charge": [-0.0534, -0.1975, 0.2334, 0.2807, 0.4607, -0.5669, 0.2533, -0.4387, -0.3810, 0.4094],
  "de_lowest_kcal_mol": 112.8,
  "charge": 0,
  "homo_lumo_gap_ev": [8.5, 5.9],
  "max_force_ev_per_a": 3.3,
  "lumo_energy_ev": [-0.5257, -1.6346]
}



{
  "formula": "C3H4N2S",
  "method": "ωB97M-V with the def2-TZVPD basis set",
  "species": ["N", "C", "H", "H", "C", "H", "H", "N", "S", "C"],
  "positions_angstrom": [[0.302, -0.232, 0.058], [-1.099, 0.175, 0.079], [0.565, 1.653, -0.282], [-1.684, -0.642, 0.496], [0.470, -1.562, 0.048], [-1.240, 1.068, 0.690], [-1.457, 0.368, -0.936], [1.124, 0.820, -0.092], [2.736, 1.145, 0.013], [0.283, -2.794, -0.074]],
  "nbo_charge": [-0.0665, -0.4314, 0.4058, 0.2633, -0.3053, 0.2111, 0.2254, -0.3765, 0.0797, -0.0057],
  "de_lowest_kcal_mol": 169.7,
  "charge": 0,
  "homo_lumo_gap_ev": 6.2,
  "max_force_ev_per_a": 1.8,
  "lumo_energy_ev": -2.2944
}